No. 1
Density functional theory data (wB97M-V/def2-TZVPD) for a molecular structure, C46H38GeN9O2Sn at a distorted geometry.

Last column: Löwdin charge in e.
CARTESIAN COORDINATES (ANGSTROEM)
Sn: 0.3052 0.4357 -0.1095  1.308
O: 4.2018 2.2093 0.5554  0.101
C: 3.3340 1.7391 -0.1483  -0.427
N: 1.9887 2.0798 -0.1436  -0.027
C: 1.5844 3.3471 0.0175  -0.222
C: 2.4106 4.4284 0.4189  0.000
C: 1.9170 5.7009 0.4226  -0.045
C: 0.5730 5.9518 0.0674  -0.041
C: -0.2596 4.9360 -0.3123  -0.005
C: 0.2208 3.6123 -0.3912  -0.209
N: -0.5032 2.5627 -0.8509  0.019
C: -1.5332 2.7912 -1.7199  -0.432
O: -1.7252 3.8305 -2.3274  0.078
C: -2.4816 1.6446 -1.9754  -0.186
C: -3.5509 1.8814 -2.8337  0.019
C: -4.4581 0.8688 -3.0814  -0.029
C: -4.2714 -0.3543 -2.4539  -0.034
C: -3.1726 -0.5018 -1.6289  -0.172
N: -2.2914 0.4671 -1.3852  0.066
C: 3.6892 0.8514 -1.3093  -0.212
C: 5.0277 0.6092 -1.5830  0.012
C: 5.3670 0.0850 -2.8207  -0.038
C: 4.3620 -0.1130 -3.7509  -0.041
C: 3.0468 0.1206 -3.3734  -0.126
N: 2.7079 0.5578 -2.1688  0.083
H: 3.4258 4.2214 0.7140  0.106
H: 2.5565 6.5226 0.7164  0.114
H: 0.2007 6.9676 0.0841  0.116
H: -1.2784 5.1507 -0.5906  0.117
H: -3.6333 2.8532 -3.2978  0.124
H: -5.2888 1.0217 -3.7568  0.118
H: -4.9544 -1.1775 -2.6104  0.114
H: -2.9659 -1.4511 -1.1521  0.072
H: 5.7697 0.8680 -0.8407  0.123
H: 6.4005 -0.1154 -3.0695  0.115
H: 4.5844 -0.4499 -4.7535  0.111
H: 2.2338 -0.0282 -4.0714  0.111
C: -1.0834 -2.5326 2.2722  -0.117
N: -1.5581 -1.6044 1.2394  -0.070
C: -2.6332 -0.7164 1.6571  -0.144
C: -2.1988 0.6759 2.0239  -0.300
N: -0.9914 1.1851 1.9381  0.066
C: -1.0756 2.4600 2.4946  -0.217
C: -0.0789 3.3781 2.8078  -0.013
C: -0.4647 4.5722 3.3826  -0.071
C: -1.8057 4.8491 3.6679  -0.073
C: -2.8007 3.9230 3.4210  -0.008
C: -2.4047 2.7222 2.8491  -0.179
N: -3.0902 1.5637 2.5345  0.180
C: 0.3797 -2.4997 2.6059  -0.317
N: 1.1750 -1.4648 2.5957  0.148
C: 2.3605 -1.8976 3.1858  -0.225
C: 3.4919 -1.1897 3.5804  -0.016
C: 4.5180 -1.8982 4.1745  -0.089
C: 4.4266 -3.2755 4.4087  -0.089
C: 3.2864 -3.9833 4.0832  -0.021
C: 2.2580 -3.2640 3.4901  -0.195
N: 0.9800 -3.6148 3.1076  0.164
H: -1.3291 -3.5555 1.9710  0.099
H: -1.6195 -2.3366 3.2074  0.132
H: -1.8737 -2.1656 0.4622  0.026
H: -3.1716 -1.1453 2.5129  0.131
H: -3.3515 -0.6140 0.8419  0.105
H: 0.9592 3.1459 2.6238  0.115
H: 0.2889 5.3079 3.6305  0.111
H: -2.0639 5.7968 4.1206  0.109
H: -3.8323 4.1147 3.6850  0.114
H: -4.0751 1.4049 2.6593  0.172
H: 3.5640 -0.1230 3.4378  0.108
H: 5.4115 -1.3721 4.4831  0.103
H: 5.2553 -3.7900 4.8762  0.104
H: 3.1844 -5.0389 4.2992  0.110
H: 0.5641 -4.5258 3.1971  0.162
Ge: 0.2194 -2.7031 -1.7855  0.964
C: -0.2834 -4.3087 -0.7284  -0.361
C: -1.5820 -4.4403 -0.2363  -0.180
C: -1.9798 -5.5881 0.4334  -0.091
C: -1.0784 -6.6266 0.6203  -0.080
C: 0.2125 -6.5149 0.1226  -0.074
C: 0.6120 -5.3584 -0.5324  -0.103
C: 1.4001 -3.3125 -3.2463  -0.392
C: 0.9133 -3.2513 -4.5502  -0.137
C: 1.6674 -3.7503 -5.6028  -0.081
C: 2.9180 -4.3025 -5.3607  -0.081
C: 3.4180 -4.3467 -4.0669  -0.083
C: 2.6688 -3.8376 -3.0163  -0.140
H: -1.1089 -2.4053 -2.5423  -0.043
H: -2.3088 -3.6532 -0.4201  0.079
H: -2.9970 -5.6806 0.7931  0.110
H: -1.3836 -7.5208 1.1473  0.107
H: 0.9100 -7.3349 0.2363  0.109
H: 1.6207 -5.2873 -0.9203  0.086
H: -0.0619 -2.8169 -4.7390  0.085
H: 1.2795 -3.7097 -6.6126  0.106
H: 3.5092 -4.6846 -6.1827  0.106
H: 4.3956 -4.7703 -3.8738  0.106
H: 3.0778 -3.8409 -2.0117  0.096

DFT total energy: -4710.06272 Ha
gap between HOMO and LUMO (alpha / beta): 6.4350 / 5.3009 eV
HOMO level (alpha / beta): -10.12 / -9.69 eV
net charge: +1
LUMO (alpha / beta): -0.135 / -0.161 hartree



No. 2
Density functional theory data (wB97M-V/def2-TZVPD) for a molecular structure, C46H38NO2P2S4Zr at a distorted geometry.

Last column: natural (NBO) charge in e.
CARTESIAN COORDINATES (ANGSTROEM)
Zr: -0.4084 -0.1046 0.2526  1.535
S: -0.7836 -1.8954 2.7661  -0.515
P: -0.7871 0.0411 3.1746  1.352
C: 0.4311 0.8293 2.2131  -1.501
P: -0.0801 2.4307 1.7555  1.383
S: -1.0000 2.5184 -0.0381  -0.523
C: -1.0077 3.4655 2.9425  -0.386
C: -2.2318 4.0315 2.6213  -0.205
C: -2.9123 4.7761 3.5703  -0.165
C: -2.3803 4.9443 4.8381  -0.231
C: -1.1535 4.3784 5.1575  -0.211
C: -0.4655 3.6435 4.2110  -0.196
C: 1.4275 3.4401 1.5569  -0.396
C: 2.6231 2.7947 1.2663  -0.173
C: 3.7812 3.5365 1.1058  -0.211
C: 3.7455 4.9180 1.2183  -0.211
C: 2.5477 5.5619 1.4892  -0.238
C: 1.3869 4.8274 1.6525  -0.130
C: -0.4820 0.1595 4.9753  -0.388
C: -1.3954 -0.3615 5.8855  -0.194
C: -1.0775 -0.4056 7.2302  -0.208
C: 0.1559 0.0507 7.6717  -0.218
C: 1.0797 0.5377 6.7616  -0.237
C: 0.7643 0.5847 5.4141  -0.140
C: -2.5282 0.6319 2.9763  -0.408
C: -3.2512 1.4358 3.8489  -0.204
C: -4.4853 1.9305 3.4556  -0.215
C: -4.9867 1.6675 2.1911  -0.216
C: -4.2841 0.8415 1.3258  -0.211
C: -3.0791 0.3064 1.7364  -0.111
H: -2.6420 3.8803 1.6318  0.246
H: -3.8668 5.2168 3.3168  0.203
H: -2.9200 5.5190 5.5799  0.207
H: -0.7313 4.5125 6.1444  0.212
H: 0.4934 3.1997 4.4447  0.229
H: 2.6269 1.7113 1.1781  0.246
H: 4.7182 3.0364 0.9062  0.210
H: 4.6491 5.5000 1.0925  0.204
H: 2.5237 6.6392 1.5864  0.204
H: 0.4455 5.3232 1.8539  0.209
H: -2.3413 -0.7457 5.5259  0.227
H: -1.7881 -0.8077 7.9396  0.205
H: 0.4014 0.0102 8.7248  0.204
H: 2.0506 0.8716 7.1023  0.206
H: 1.4807 0.9413 4.6826  0.228
H: -2.8553 1.6895 4.8243  0.226
H: -5.0481 2.5514 4.1395  0.207
H: -5.9270 2.1006 1.8800  0.207
H: -4.6582 0.6066 0.3389  0.234
H: -2.5489 -0.4128 1.0941  0.201
S: -2.3107 -0.2879 -1.4264  -0.293
C: -1.7607 -1.8688 -2.0633  0.130
C: -2.1498 -2.1934 -3.4376  0.001
C: -1.2779 -2.9018 -4.3980  -0.241
C: 0.0278 -2.6339 -4.5104  -0.158
C: 0.7856 -1.7358 -3.6642  -0.315
C: 0.6165 -1.5431 -2.3427  -0.076
S: 1.4672 -0.2435 -1.5141  -0.193
H: -2.8382 -1.4842 -3.9041  0.188
H: -1.7761 -3.5519 -5.1093  0.197
H: 0.5618 -3.0514 -5.3574  0.194
H: 1.5660 -1.1603 -4.1496  0.220
C: 5.6834 -4.1971 -5.1362  -0.628
C: 4.6914 -3.9542 -4.0283  -0.005
C: 5.0523 -3.1325 -2.9672  -0.268
C: 4.1786 -2.9114 -1.9161  -0.167
C: 2.9274 -3.4895 -1.9153  -0.276
C: 2.5178 -4.2512 -3.0074  0.279
N: 1.2268 -4.7442 -3.0958  -0.618
C: 0.2657 -4.8782 -2.0736  0.129
C: -0.0869 -6.2124 -1.8098  -0.237
C: -1.0505 -6.5700 -0.8963  -0.213
C: -1.6737 -5.5707 -0.1682  -0.221
C: -1.3417 -4.2579 -0.4133  -0.157
C: -0.4087 -3.8633 -1.3845  0.050
C: -0.3816 -2.3213 -1.4840  0.098
O: -2.7331 -2.8455 -2.3196  -0.505
O: -0.2695 -1.8908 -0.1648  -0.845
C: 3.4176 -4.5222 -4.0564  -0.099
C: 2.9821 -5.4030 -5.2019  -0.645
H: 6.6180 -3.6807 -4.9274  0.213
H: 5.2998 -3.8290 -6.0885  0.209
H: 5.9023 -5.2596 -5.2508  0.207
H: 6.0304 -2.6705 -2.9641  0.197
H: 4.4559 -2.2690 -1.0941  0.216
H: 2.2539 -3.3425 -1.0825  0.230
H: 1.1335 -5.4866 -3.7726  0.385
H: 0.4561 -6.9889 -2.3373  0.194
H: -1.3012 -7.6117 -0.7451  0.203
H: -2.4063 -5.8101 0.5885  0.207
H: -1.8348 -3.4847 0.1629  0.235
H: 2.1268 -4.9632 -5.7181  0.214
H: 2.6965 -6.3990 -4.8502  0.204
H: 3.7783 -5.5304 -5.9283  0.220

DFT total energy: -4303.62294 Ha
gap between HOMO and LUMO: 7.0842 eV
HOMO level: -4.68 eV
net charge: -1
LUMO: 0.089 hartree



> Look up the net charge of the first one.

+1



> Which of these has the lowest DFT total energy?

C46H38GeN9O2Sn